DFT (wB97M-V/def2-TZVPD) results for a molecular structure, C21H22IrN2O3P.

Computed properties:
LUMO level (spin up / spin down) = -10.23 / -10.57 eV
Kohn-Sham gap (spin up / spin down) = 0.2591 / 0.2465 hartree

The geometry in ORCA input format:
```
! RIJCOSX wB97M-V def2-TZVPD def2/J DEFGRID3
* xyz 3 2
Ir -0.70 -0.25 0.21
N 1.72 -0.60 1.93
P 1.52 0.00 0.37
C 2.11 1.67 0.27
C 3.13 2.07 1.13
C 3.65 3.35 1.00
C 3.16 4.21 0.03
C 2.15 3.80 -0.83
C 1.62 2.53 -0.71
C 2.40 -1.07 -0.73
C 2.56 -2.43 -0.41
C 3.26 -3.25 -1.27
C 3.78 -2.73 -2.46
C 3.60 -1.39 -2.79
C 2.91 -0.56 -1.93
C 0.65 -1.03 2.67
C 0.77 -1.55 3.95
C -0.36 -1.99 4.61
C -1.61 -1.90 3.98
C -1.67 -1.39 2.72
N -0.56 -0.95 2.07
H 2.64 -0.75 2.32
H 3.55 1.41 1.88
H 4.44 3.68 1.67
H 3.59 5.20 -0.07
H 1.78 4.48 -1.59
H 0.85 2.21 -1.41
H 2.16 -2.84 0.51
H 3.40 -4.29 -1.03
H 4.36 -3.37 -3.11
H 4.01 -1.00 -3.71
H 2.80 0.49 -2.17
H 1.75 -1.61 4.41
H -0.28 -2.39 5.61
H -2.51 -2.24 4.47
H -2.60 -1.30 2.18
C -5.47 -0.31 -3.21
C -4.82 -0.19 -1.90
C -5.54 0.25 -0.70
O -3.62 -0.64 -1.72
C -2.36 2.68 -0.63
O -3.24 3.32 -0.96
O -1.46 2.00 -0.29
H -5.98 -1.29 -3.20
H -4.76 -0.32 -4.04
H -6.24 0.44 -3.36
H -6.06 -0.66 -0.35
H -6.31 0.98 -0.93
H -4.88 0.57 0.10
H -3.28 -1.04 -2.54
*
```

Listed below, in e, are the natural (NBO) charges computed for each atom:
1 Ir 0.640
2 N -0.908
3 P 1.500
4 C -0.397
5 C -0.178
6 C -0.180
7 C -0.131
8 C -0.184
9 C -0.222
10 C -0.411
11 C -0.200
12 C -0.190
13 C -0.114
14 C -0.190
15 C -0.192
16 C 0.417
17 C -0.255
18 C -0.061
19 C -0.242
20 C 0.056
21 N -0.474
22 H 0.456
23 H 0.220
24 H 0.255
25 H 0.255
26 H 0.244
27 H 0.206
28 H 0.223
29 H 0.252
30 H 0.254
31 H 0.253
32 H 0.234
33 H 0.262
34 H 0.270
35 H 0.271
36 H 0.212
37 C -0.765
38 C 0.752
39 C -0.743
40 O -0.581
41 C 1.067
42 O -0.400
43 O -0.623
44 H 0.331
45 H 0.277
46 H 0.307
47 H 0.327
48 H 0.302
49 H 0.261
50 H 0.534



DFT (wB97M-V/def2-TZVPD) results for a molecular structure, C21H22MnN6O5S2.

Computed properties:
LUMO level (spin up / spin down) = 0.34 / 0.34 eV
Kohn-Sham gap (spin up / spin down) = 0.2881 / 0.2817 hartree

The geometry in ORCA input format:
```
! RIJCOSX wB97M-V def2-TZVPD def2/J DEFGRID3
* xyz 0 2
Mn -0.15 0.37 -0.21
C -0.53 -3.45 -2.24
C 0.49 -2.48 -1.71
O 0.15 -1.35 -1.36
N 1.76 -2.90 -1.65
C 2.80 -2.10 -1.05
C 2.95 -2.29 0.45
C 4.07 -1.78 1.09
C 4.18 -1.92 2.46
C 3.17 -2.58 3.14
C 2.09 -3.06 2.42
N 1.97 -2.91 1.10
H -1.18 -2.93 -2.94
H -1.14 -3.79 -1.41
H -0.07 -4.31 -2.73
H 1.94 -3.88 -1.81
H 2.55 -1.05 -1.24
H 3.75 -2.30 -1.54
H 4.83 -1.25 0.52
H 5.03 -1.52 2.98
H 3.21 -2.72 4.21
H 1.28 -3.57 2.92
S -2.58 0.66 -0.76
C -2.11 2.07 0.08
N -0.90 2.11 0.59
C -0.59 3.32 1.16
C 0.62 3.66 1.76
C 0.77 4.93 2.29
C -0.28 5.86 2.23
C -1.49 5.53 1.64
C -1.63 4.26 1.11
S -3.00 3.55 0.29
H 1.42 2.93 1.81
H 1.70 5.21 2.76
H -0.14 6.84 2.65
H -2.29 6.24 1.60
C -0.69 2.22 -3.57
C 0.58 2.16 -2.81
N 0.77 1.54 -1.65
C 2.08 1.75 -1.30
C 2.70 2.50 -2.26
N 1.74 2.74 -3.20
C 4.07 3.04 -2.45
O 4.94 2.81 -1.49
O 4.33 3.65 -3.46
C 2.58 1.15 -0.03
O 3.77 1.31 0.30
O 1.71 0.48 0.60
H -1.47 1.72 -3.00
H -0.58 1.74 -4.54
H -0.99 3.26 -3.73
H 1.91 3.29 -4.03
H 4.52 2.28 -0.72
N -0.67 -0.86 1.39
H -0.29 -0.48 2.25
H -0.24 -1.77 1.24
H -1.67 -0.97 1.49
*
```

Listed below, in e, are the natural (NBO) charges computed for each atom:
1 Mn 0.948
2 C -0.698
3 C 0.729
4 O -0.671
5 N -0.572
6 C -0.255
7 C 0.207
8 C -0.224
9 C -0.146
10 C -0.262
11 C 0.032
12 N -0.473
13 H 0.249
14 H 0.245
15 H 0.215
16 H 0.404
17 H 0.238
18 H 0.218
19 H 0.234
20 H 0.223
21 H 0.222
22 H 0.190
23 S -0.239
24 C -0.082
25 N -0.561
26 C 0.193
27 C -0.247
28 C -0.195
29 C -0.226
30 C -0.210
31 C -0.245
32 S 0.394
33 H 0.234
34 H 0.216
35 H 0.215
36 H 0.220
37 C -0.675
38 C 0.416
39 N -0.468
40 C -0.031
41 C 0.043
42 N -0.490
43 C 0.759
44 O -0.669
45 O -0.606
46 C 0.776
47 O -0.699
48 O -0.730
49 H 0.270
50 H 0.229
51 H 0.233
52 H 0.444
53 H 0.515
54 N -1.019
55 H 0.391
56 H 0.395
57 H 0.394



DFT (wB97M-V/def2-TZVPD) results for a molecular structure, C21H22MnN6O5S2.

Computed properties:
LUMO level (spin up / spin down) = 0.01 / 0.01 eV
Kohn-Sham gap (spin up / spin down) = 0.2736 / 0.2730 hartree

The geometry in ORCA input format:
```
! RIJCOSX wB97M-V def2-TZVPD def2/J DEFGRID3
* xyz 0 2
Mn 0.68 -0.80 0.60
C 3.99 1.59 -1.28
C 2.70 0.81 -1.28
O 2.33 0.26 -0.24
N 2.01 0.77 -2.43
C 0.77 0.03 -2.61
C -0.42 0.72 -2.00
C -1.28 1.47 -2.78
C -2.33 2.15 -2.18
C -2.47 2.07 -0.81
C -1.58 1.28 -0.10
N -0.57 0.62 -0.67
H 4.76 0.98 -0.81
H 3.85 2.48 -0.67
H 4.31 1.88 -2.28
H 2.37 1.31 -3.20
H 0.90 -0.95 -2.16
H 0.62 -0.11 -3.68
H -1.13 1.50 -3.85
H -3.02 2.74 -2.78
H -3.26 2.58 -0.29
H -1.67 1.17 0.97
S -0.69 -1.55 3.25
C -0.21 0.06 3.16
N 0.36 0.61 2.09
C 0.62 1.96 2.26
C 1.15 2.83 1.30
C 1.33 4.16 1.63
C 0.99 4.65 2.89
C 0.45 3.80 3.84
C 0.26 2.47 3.52
S -0.43 1.20 4.48
H 1.40 2.45 0.32
H 1.74 4.84 0.89
H 1.15 5.69 3.12
H 0.17 4.18 4.81
C -3.35 -1.35 0.85
C -2.42 -2.26 0.12
N -1.12 -2.11 -0.01
C -0.69 -3.18 -0.76
C -1.75 -3.99 -1.08
N -2.83 -3.38 -0.50
C -1.96 -5.24 -1.85
O -0.93 -5.78 -2.45
O -3.09 -5.68 -1.95
C 0.77 -3.28 -1.07
O 1.20 -4.25 -1.70
O 1.45 -2.29 -0.66
H -2.82 -0.91 1.69
H -4.20 -1.91 1.24
H -3.73 -0.56 0.20
H -3.77 -3.75 -0.57
H -0.07 -5.24 -2.32
N 2.17 -1.59 1.82
H 1.83 -1.91 2.72
H 2.89 -0.88 1.97
H 2.59 -2.36 1.31
*
```

Listed below, in e, are the natural (NBO) charges computed for each atom:
1 Mn 1.086
2 C -0.694
3 C 0.713
4 O -0.660
5 N -0.581
6 C -0.273
7 C 0.222
8 C -0.243
9 C -0.149
10 C -0.244
11 C 0.074
12 N -0.444
13 H 0.251
14 H 0.247
15 H 0.215
16 H 0.406
17 H 0.265
18 H 0.218
19 H 0.221
20 H 0.225
21 H 0.230
22 H 0.220
23 S -0.265
24 C -0.098
25 N -0.645
26 C 0.192
27 C -0.259
28 C -0.203
29 C -0.231
30 C -0.210
31 C -0.242
32 S 0.397
33 H 0.212
34 H 0.209
35 H 0.215
36 H 0.221
37 C -0.670
38 C 0.418
39 N -0.500
40 C -0.003
41 C -0.008
42 N -0.477
43 C 0.771
44 O -0.670
45 O -0.609
46 C 0.779
47 O -0.692
48 O -0.772
49 H 0.264
50 H 0.230
51 H 0.226
52 H 0.444
53 H 0.527
54 N -1.038
55 H 0.405
56 H 0.382
57 H 0.397



DFT (wB97M-V/def2-TZVPD) results for a single C21H22N2O3S molecule at a distorted geometry.

Computed properties:
LUMO level = 0.76 eV
Kohn-Sham gap = 0.3217 hartree
SMILES = CSc1ccccc1OCc1cc(C(=O)NCCCc2ccccc2)no1

The geometry in ORCA input format:
```
! RIJCOSX wB97M-V def2-TZVPD def2/J DEFGRID3
* xyz 0 1
C 6.31 4.89 1.46
H 6.82 5.53 0.75
H 6.97 4.65 2.28
H 5.40 5.36 1.84
S 5.90 3.29 0.69
C 4.80 3.75 -0.61
C 4.42 5.04 -0.93
C 3.53 5.26 -1.97
C 3.04 4.20 -2.71
C 3.42 2.90 -2.41
C 4.30 2.67 -1.36
O 4.77 1.44 -0.97
C 4.26 0.29 -1.59
C 2.81 0.09 -1.31
C 2.00 0.51 -0.29
C 0.74 -0.03 -0.63
N 0.81 -0.71 -1.75
O 2.09 -0.64 -2.18
C -0.53 0.11 0.14
O -0.59 0.71 1.19
N -1.58 -0.48 -0.47
H -1.40 -0.99 -1.33
C -2.90 -0.54 0.11
H -3.62 -0.11 -0.59
C -3.30 -1.97 0.47
H -3.29 -2.59 -0.43
H -2.57 -2.38 1.17
C -4.69 -2.02 1.10
C -5.07 -3.44 1.42
C -5.74 -4.22 0.49
C -6.06 -5.54 0.77
C -5.71 -6.09 1.99
C -5.05 -5.32 2.92
C -4.73 -4.00 2.64
H -4.21 -3.40 3.38
H -4.77 -5.74 3.88
H -5.96 -7.12 2.21
H -6.58 -6.13 0.03
H -6.01 -3.79 -0.47
H -5.42 -1.59 0.41
H -4.69 -1.42 2.01
H -2.87 0.08 1.01
H 2.25 1.10 0.56
H 4.43 0.30 -2.67
H 4.84 -0.53 -1.15
H 3.02 2.09 -2.99
H 2.35 4.38 -3.52
H 3.24 6.27 -2.21
H 4.79 5.87 -0.36
*
```

Listed below, in e, are the natural (NBO) charges computed for each atom:
1 C -0.746
2 H 0.218
3 H 0.237
4 H 0.219
5 S 0.278
6 C -0.240
7 C -0.227
8 C -0.222
9 C -0.197
10 C -0.310
11 C 0.354
12 O -0.495
13 C -0.112
14 C 0.286
15 C -0.316
16 C 0.045
17 N -0.128
18 O -0.262
19 C 0.648
20 O -0.606
21 N -0.595
22 H 0.412
23 C -0.225
24 H 0.190
25 C -0.390
26 H 0.197
27 H 0.209
28 C -0.440
29 C 0.088
30 C -0.255
31 C -0.191
32 C -0.227
33 C -0.201
34 C -0.248
35 H 0.209
36 H 0.212
37 H 0.212
38 H 0.210
39 H 0.206
40 H 0.206
41 H 0.211
42 H 0.231
43 H 0.261
44 H 0.200
45 H 0.226
46 H 0.220
47 H 0.215
48 H 0.215
49 H 0.217



DFT (wB97M-V/def2-TZVPD) results for a molecular structure, C21H22N3PtS3 at a distorted geometry.

Computed properties:
LUMO level = -3.84 eV
Kohn-Sham gap = 0.2550 hartree

The geometry in ORCA input format:
```
! RIJCOSX wB97M-V def2-TZVPD def2/J DEFGRID3
* xyz 1 1
Pt -0.23 -0.10 0.12
C 1.65 -2.32 -0.18
N 1.43 -1.19 0.76
C 1.10 -1.67 2.14
C -0.28 -2.27 2.19
N -1.31 -1.31 1.69
C -2.42 -2.07 1.05
C -1.82 -0.41 2.74
C -2.86 -0.80 3.57
C -3.35 0.06 4.53
C -2.79 1.33 4.66
C -1.74 1.71 3.85
C -1.24 0.83 2.88
S 0.12 1.36 1.90
C 2.59 -0.27 0.74
C 3.58 -0.31 1.71
C 4.67 0.55 1.61
C 4.75 1.43 0.55
C 3.74 1.49 -0.40
C 2.64 0.65 -0.29
S 1.29 0.73 -1.41
H 2.31 -3.06 0.28
H 2.10 -1.94 -1.09
H 0.70 -2.79 -0.44
H 1.16 -0.81 2.80
H 1.83 -2.42 2.46
H -0.50 -2.56 3.21
H -0.34 -3.16 1.57
H -2.85 -2.79 1.74
H -2.03 -2.60 0.19
H -3.19 -1.38 0.73
H -3.30 -1.79 3.48
H -4.17 -0.24 5.16
H -3.18 2.03 5.39
H -1.29 2.69 3.95
H 3.52 -1.00 2.54
H 5.44 0.51 2.36
H 5.60 2.10 0.47
H 3.78 2.20 -1.21
S -1.27 -1.11 -1.86
C -2.27 0.27 -1.57
C -3.30 0.78 -2.36
C -3.94 1.92 -1.92
C -3.55 2.52 -0.71
C -2.53 1.98 0.01
N -1.91 0.86 -0.42
H -3.56 0.30 -3.29
H -4.73 2.36 -2.51
H -4.04 3.42 -0.35
H -2.19 2.39 0.95
*
```

Listed below, in e, are the natural (NBO) charges computed for each atom:
1 Pt 1.017
2 C -0.421
3 N -0.417
4 C -0.258
5 C -0.230
6 N -0.484
7 C -0.419
8 C 0.159
9 C -0.237
10 C -0.206
11 C -0.177
12 C -0.210
13 C -0.237
14 S -0.073
15 C 0.063
16 C -0.223
17 C -0.197
18 C -0.176
19 C -0.231
20 C -0.115
21 S 0.041
22 H 0.213
23 H 0.250
24 H 0.214
25 H 0.256
26 H 0.226
27 H 0.236
28 H 0.218
29 H 0.202
30 H 0.232
31 H 0.226
32 H 0.223
33 H 0.232
34 H 0.233
35 H 0.234
36 H 0.224
37 H 0.232
38 H 0.233
39 H 0.236
40 S -0.093
41 C 0.072
42 C -0.256
43 C -0.104
44 C -0.266
45 C 0.076
46 N -0.492
47 H 0.250
48 H 0.240
49 H 0.245
50 H 0.240



DFT (wB97M-V/def2-TZVPD) results for a molecular structure, C21H22N4O12V at a distorted geometry.

Computed properties:
LUMO level = 0.26 eV
Kohn-Sham gap = 0.1111 hartree

The geometry in ORCA input format:
```
! RIJCOSX wB97M-V def2-TZVPD def2/J DEFGRID3
* xyz -1 1
O -12.29 10.30 1.69
V -10.73 10.26 1.37
O -10.44 9.58 -0.06
O -9.90 9.43 3.14
C -9.44 8.11 3.37
C -7.91 7.84 3.15
O -6.99 8.61 3.82
H -10.05 7.56 2.64
H -9.70 7.72 4.36
H -7.74 8.21 2.11
H -7.54 6.80 3.10
C -8.57 5.44 6.26
N -7.38 4.65 6.65
O -7.53 3.53 7.10
O -6.30 5.18 6.47
H -8.56 5.76 5.22
H -8.59 6.33 6.89
H -9.48 4.86 6.41
C -13.26 6.07 5.15
C -12.63 7.23 5.61
C -12.15 7.33 6.90
C -12.23 6.24 7.75
C -12.81 5.07 7.29
C -13.38 4.99 6.02
N -11.64 6.30 9.10
O -11.95 5.48 9.94
O -10.81 7.15 9.28
H -13.67 5.91 4.17
H -12.42 7.95 4.83
H -11.57 8.20 7.18
H -12.97 4.23 7.95
H -13.98 4.16 5.68
C -8.44 6.51 -0.13
C -9.44 5.84 -0.80
C -9.28 4.48 -1.06
C -8.09 3.86 -0.78
C -7.05 4.55 -0.16
C -7.27 5.86 0.23
N -7.78 2.49 -1.27
O -6.78 2.42 -1.96
O -8.53 1.56 -1.08
H -8.45 7.58 0.03
H -10.31 6.42 -1.09
H -10.06 3.92 -1.57
H -6.07 4.14 0.04
H -6.43 6.43 0.63
C -6.55 10.02 -3.38
C -7.35 10.81 -2.61
C -7.18 10.84 -1.22
C -6.12 10.10 -0.68
C -5.39 9.21 -1.49
C -5.54 9.23 -2.85
N -5.96 10.11 0.78
O -5.24 9.23 1.21
O -6.63 10.87 1.43
H -6.82 10.04 -4.43
H -8.16 11.31 -3.12
H -7.77 11.46 -0.56
H -4.60 8.59 -1.09
H -4.90 8.64 -3.50
*
```

Listed below, in e, are the Löwdin charges computed for each atom:
1 O -0.385
2 V 1.036
3 O -0.400
4 O -0.302
5 C -0.314
6 C -0.480
7 O -0.336
8 H 0.090
9 H 0.077
10 H 0.051
11 H 0.079
12 C 0.043
13 N -0.450
14 O 0.043
15 O 0.078
16 H 0.083
17 H 0.104
18 H 0.084
19 C -0.067
20 C -0.058
21 C 0.000
22 C -0.159
23 C -0.017
24 C -0.070
25 N -0.355
26 O 0.075
27 O 0.080
28 H 0.107
29 H 0.109
30 H 0.124
31 H 0.116
32 H 0.103
33 C -0.072
34 C -0.059
35 C -0.018
36 C -0.162
37 C -0.009
38 C -0.057
39 N -0.363
40 O 0.072
41 O 0.077
42 H 0.084
43 H 0.106
44 H 0.116
45 H 0.121
46 H 0.110
47 C -0.102
48 C -0.084
49 C 0.005
50 C -0.125
51 C -0.014
52 C -0.071
53 N -0.350
54 O 0.082
55 O 0.089
56 H 0.104
57 H 0.105
58 H 0.103
59 H 0.118
60 H 0.106



Looking at energy above the lowest of the compared OMol25 structures with the same formula, charge and spin for the records above, in order, we have 0.0; 0.0; 51.5; 193.2; 0.0; 0.0 kJ/mol.